(1)
{"formula": "C25H16Cl6N4O5SSr", "method": "ωB97M-V/def2-TZVPD", "energy_ev": -129194.0964, "relative_energy_ev": 0.600, "charge": -2, "lumo_ev": 4.32, "orbital_gap_ha": 0.177, "symbols": ["H", "C", "H", "C", "C", "O", "O", "N", "O", "H", "C", "H", "C", "C", "C", "Cl", "C", "C", "H", "H", "Cl", "C", "H", "C", "Cl", "C", "C", "C", "C", "O", "C", "C", "S", "H", "Cl", "C", "Sr", "N", "H", "H", "Cl", "C", "H", "O", "H", "C", "C", "H", "C", "C", "N", "C", "Cl", "H", "H", "N", "C", "H"], "coordinates": [[4.249, -3.320, -2.184], [1.124, 3.955, -3.780], [1.672, -1.565, 4.753], [-2.379, 3.651, -0.589], [2.496, -2.369, -1.046], [5.765, -1.692, -4.292], [1.542, -2.138, -0.264], [2.225, -0.090, -1.819], [-1.455, -2.125, -1.031], [-3.836, 0.452, -1.999], [-0.070, -2.803, 4.530], [1.837, 1.976, -0.562], [0.814, -1.825, 4.147], [1.642, 2.544, -1.462], [0.865, 3.692, -1.409], [4.797, 1.178, -4.363], [-3.446, -0.921, -0.363], [-1.287, -2.421, 2.539], [-0.025, 5.282, -2.536], [-2.100, -2.647, 1.854], [-3.702, 5.130, -2.528], [1.865, 2.782, -3.846], [-1.868, -3.902, 3.970], [-2.130, 2.870, -2.866], [-2.464, 5.048, 0.523], [3.808, 0.249, -3.325], [-1.160, -3.126, 3.710], [2.916, -1.208, -1.938], [-3.442, 0.510, -0.973], [3.150, -3.435, -1.151], [-2.642, -1.844, -1.236], [3.954, -1.058, -2.904], [1.736, 0.114, 2.397], [0.423, 3.997, -0.466], [-1.420, 2.214, 1.553], [-1.746, 1.666, -2.373], [0.073, -0.401, -0.042], [2.757, 0.787, -2.668], [-4.134, -1.913, -2.615], [-2.688, -2.729, -3.038], [-0.813, 0.528, -3.434], [2.121, 2.090, -2.679], [-4.466, -1.310, -0.267], [4.997, -3.215, -2.880], [-4.158, 1.112, -0.397], [0.630, -1.120, 2.924], [-2.034, 2.415, -0.141], [0.083, -3.334, 5.466], [-2.058, 1.213, -1.001], [4.992, -2.018, -3.416], [-0.445, -1.440, 2.148], [0.613, 4.406, -2.569], [-1.999, 3.257, -4.606], [-2.992, -0.891, 0.630], [2.170, 2.380, -4.801], [-3.284, -2.359, -2.319], [-2.581, 3.887, -1.979], [0.880, 4.477, -4.697]], "mulliken_charge": [0.46, -0.77, 0.38, 0.42, 0.62, -0.65, -0.57, 0.28, -0.69, 0.38, -0.02, 0.96, -0.80, -0.42, -0.48, -0.17, -0.32, -0.32, 0.34, 0.29, -0.32, -0.11, 0.37, 0.33, -0.26, 0.21, -0.99, 0.02, -1.14, -0.92, 0.43, -0.41, -0.43, 0.45, -0.17, -0.42, 1.45, 0.24, 0.25, 0.27, -0.14, -0.35, 0.50, -0.58, 0.55, 0.40, -0.72, 0.33, 0.70, 0.47, 0.02, -0.51, -0.24, -0.17, 0.37, -0.44, -0.35, 0.38]}

(2)
{"formula": "C25H17ClN2O4S2", "method": "ωB97M-V/def2-TZVPD", "energy_ev": -71563.8216, "relative_energy_ev": 0.044, "charge": 0, "lumo_ev": -0.27, "smiles": "O=C(Oc1ccc(N(Cc2cccs2)C2=NS(=O)(=O)c3ccccc32)cc1)c1ccccc1Cl", "orbital_gap_ha": 0.316, "symbols": ["S", "C", "C", "C", "C", "H", "H", "N", "C", "H", "H", "H", "H", "C", "N", "C", "H", "H", "H", "C", "C", "C", "C", "O", "H", "H", "C", "S", "H", "C", "C", "C", "C", "C", "C", "H", "C", "C", "H", "H", "C", "Cl", "O", "C", "C", "C", "O", "O", "C", "H", "H"], "coordinates": [[-1.160, -2.730, -4.566], [-2.841, 3.415, -4.101], [1.341, -1.074, -2.060], [0.996, 0.487, 6.183], [-1.015, 1.030, 0.157], [0.284, -2.040, 2.086], [-3.030, 0.169, -4.788], [-1.984, -1.732, -3.526], [-1.090, -0.230, -0.427], [-0.717, -2.325, -0.162], [4.391, 2.115, 7.031], [-3.649, -0.664, -2.283], [1.799, -3.609, -4.972], [1.357, 1.152, 3.736], [-1.680, -0.395, -1.692], [1.468, 0.483, 7.489], [1.237, -0.337, -1.280], [3.045, 1.043, 8.811], [3.466, -1.138, -1.892], [-2.902, 2.364, -4.956], [-0.633, -1.343, 0.279], [2.688, 1.058, 7.792], [3.443, 1.657, 6.796], [-1.163, -2.173, -5.886], [-2.891, 2.466, -6.025], [3.534, 2.135, 4.705], [-1.200, -1.242, -2.627], [-2.878, 2.911, -2.459], [0.868, 0.028, 8.262], [-0.073, -1.189, 1.529], [2.604, -1.523, -2.417], [2.781, -2.447, -3.437], [-2.984, 1.120, -4.289], [0.017, 0.078, 2.097], [-0.465, 1.187, 1.416], [-3.401, 0.520, -0.961], [0.442, -2.467, -3.788], [-2.988, 1.243, -2.934], [-1.380, 1.894, -0.377], [-2.778, 4.461, -4.325], [-3.020, 0.153, -1.915], [-0.553, -0.209, 5.889], [0.538, 0.151, 3.376], [2.971, 1.669, 5.499], [1.752, 1.076, 5.167], [1.687, -2.919, -4.151], [1.775, 1.992, 2.980], [-1.618, -4.077, -4.409], [0.240, -1.577, -2.741], [3.775, -2.784, -3.690], [-0.404, 2.168, 1.859]], "mulliken_charge": [1.21, -0.47, -0.01, 0.54, -0.15, 0.48, 0.51, -0.61, -1.13, 0.56, 0.39, 0.51, 0.46, 0.67, 0.61, -0.53, 0.56, 0.38, 0.41, -0.58, 0.27, -0.37, -0.66, -0.65, 0.41, 0.43, 0.20, -0.12, 0.43, -0.78, -0.90, -0.49, -0.48, 0.27, -0.12, 0.59, -0.17, 0.49, 0.22, 0.45, -1.42, -0.20, -0.30, -0.50, -0.08, -0.65, -0.56, -0.67, 0.64, 0.40, 0.49]}

(3)
{"formula": "C25H17HfN6O10", "method": "ωB97M-V/def2-TZVPD", "energy_ev": -56923.5553, "relative_energy_ev": 0.649, "charge": 1, "lumo_ev": -3.83, "orbital_gap_ha": 0.335, "symbols": ["O", "H", "H", "N", "C", "H", "C", "H", "C", "C", "C", "H", "N", "C", "C", "C", "C", "O", "N", "C", "C", "C", "H", "N", "H", "H", "H", "H", "O", "N", "C", "O", "H", "C", "Hf", "N", "O", "H", "C", "H", "C", "H", "C", "O", "O", "C", "C", "C", "H", "H", "C", "C", "O", "C", "H", "O", "C", "C", "O"], "coordinates": [[-1.999, 0.302, 0.184], [-4.434, 1.002, -2.497], [1.519, 1.837, -4.507], [0.352, 2.653, 0.663], [-2.200, 1.513, -3.256], [3.721, 3.774, -1.099], [1.219, 3.197, -0.268], [2.981, -0.942, -0.051], [0.181, -4.077, -0.404], [-1.414, 0.373, 3.326], [-1.841, 1.153, -1.992], [0.040, -6.145, -1.002], [-1.029, 1.821, -3.883], [-2.109, 2.202, 4.691], [-3.468, 1.581, -4.056], [-0.973, 2.519, 2.626], [4.446, 0.489, -0.703], [-3.387, 1.924, -5.206], [-0.190, -7.346, 1.355], [-0.003, 1.663, -3.036], [-2.677, 0.637, -0.879], [0.330, -1.755, 0.465], [-0.099, -5.453, 3.203], [-0.460, 1.252, -1.857], [5.241, -0.240, -0.779], [-2.587, 2.598, 5.576], [5.642, 2.166, -1.328], [0.251, -3.684, -1.409], [-0.455, 4.613, 1.619], [2.169, 0.950, -0.166], [0.059, -5.437, -0.187], [-4.575, 1.266, -3.440], [-2.439, 0.131, 5.184], [-2.031, 0.835, 4.473], [-0.059, 0.654, 0.319], [-0.888, 1.195, 2.416], [-0.077, -8.077, 0.393], [0.179, -2.994, 2.813], [0.218, -3.206, 0.681], [1.757, 2.855, -3.085], [-0.046, -5.895, 1.115], [2.040, 1.104, -2.981], [-1.569, 3.063, 3.747], [-0.436, -7.699, 2.490], [0.572, -0.956, 1.443], [-0.365, 3.418, 1.571], [4.668, 1.825, -1.004], [1.414, 1.877, -3.424], [-1.337, -0.685, 3.118], [-1.008, 2.130, -4.847], [3.187, 0.093, -0.292], [3.615, 2.720, -0.883], [0.178, -1.225, -0.673], [-0.015, -5.044, 2.208], [-1.592, 4.137, 3.857], [-3.882, 0.546, -0.996], [2.389, 2.245, -0.460], [0.128, -3.688, 1.986], [1.146, 4.232, -0.871]], "mulliken_charge": [-0.48, 0.44, 0.49, 0.09, 0.18, 0.53, -0.40, 0.35, -0.45, -0.14, -0.13, 0.50, -0.06, -0.29, 0.54, 0.56, -0.67, -0.58, 0.98, 0.26, 1.01, 1.24, 0.50, 0.15, 0.46, 0.45, 0.48, 0.52, -0.58, -0.02, -0.64, -0.52, 0.44, -0.77, 1.89, -0.23, -0.58, 0.46, -0.05, 0.20, 0.04, 0.21, -0.73, -0.58, -0.78, 0.12, -0.48, -1.26, 0.42, 0.28, -0.20, -0.58, -0.61, -0.64, 0.53, -0.80, 0.95, -0.49, -0.57]}